Formula: C2H4AlF3NO4S
Source: the Open Molecules 2025 dataset
Level of theory: the ωB97M-V functional and the def2-TZVPD basis

The charge is +1. Its spin multiplicity is 1. As for the energy: -37391.768 eV. The orbital gap comes out at 6.46 eV.

Each line ends with the Löwdin charge.
Geometry (Å):
O1 -0.1727 -0.3572 1.8355  -0.047
C1 -1.2873 -0.1429 2.6946  0.019
Al1 0.3872 0.8218 0.8002  0.689
H1 -2.1987 -0.1800 2.0838  0.129
H2 -1.3314 -0.9226 3.4661  0.137
H3 -1.2225 0.8495 3.1572  0.122
O2 2.0358 0.3955 0.0144  -0.149
H4 0.4049 -1.2544 1.8276  0.294
N1 1.2645 1.4398 -0.6310  -0.243
S1 0.7755 1.0079 -2.0794  0.700
O3 -0.3757 1.7987 -2.5324  -0.262
O4 1.8792 0.8390 -3.0325  -0.223
C2 0.0957 -0.7523 -1.9537  -0.638
F1 1.0264 -1.6627 -2.1612  0.186
F2 -0.9059 -0.9485 -2.7926  0.192
F3 -0.3750 -0.9316 -0.6965  0.096

Atomic forces in eV per Å
2.1958 -3.5552 0.8827
-2.2428 -0.4006 1.3942
3.8482 0.3708 -3.6601
0.2492 -0.1656 0.1583
0.1025 0.3750 -0.2596
0.3081 -0.2786 -0.0044
-1.4198 -0.3980 2.0055
-1.9890 2.3506 0.3495
-0.8474 1.6807 0.9748
-0.4849 0.2589 -7.0795
1.8076 -1.1060 1.9405
-1.7658 0.3047 2.6656
0.8362 -0.0650 -1.5484
-0.2008 0.2486 0.1666
0.3452 0.2968 0.4183
-0.7423 0.0829 1.5959

---

Formula: C2H4Br2N
Source: the Open Molecules 2025 dataset
Level of theory: the ωB97M-V functional and the def2-TZVPD basis

The charge is +1. Its spin multiplicity is 1. As for the energy: -143703.868 eV. As for the SMILES: Br[C@@H]1[NH2+][C@H]1Br. The orbital gap comes out at 10.56 eV.

Each line ends with the Löwdin charge.
Geometry (Å):
Br1 2.4923 0.3691 0.0441  0.783
C1 0.7564 -0.3651 0.4011  -0.606
N1 -0.1887 -0.2248 -0.7441  -0.053
C2 -0.7381 0.5746 0.3976  -0.638
Br2 -2.1582 -0.0427 1.4327  0.838
H1 0.9054 -1.2899 1.1279  0.148
H2 0.3648 0.3140 -1.5233  0.186
H3 -0.6410 -1.0174 -1.3194  0.220
H4 -0.7928 1.6822 0.1833  0.122

Atomic forces in eV per Å
-0.8645 -0.0565 0.1255
-1.4567 0.8693 1.5958
1.0442 -1.0484 -3.0352
3.0398 -0.3169 -0.2832
0.1001 -0.2805 -0.3216
-1.2746 1.8422 -2.0063
-1.4617 -0.5358 1.8217
0.3052 0.9808 1.7643
0.5682 -1.4542 0.3389

---

Formula: C2H4Br2O
Source: the Open Molecules 2025 dataset
Level of theory: the ωB97M-V functional and the def2-TZVPD basis

The charge is 0. Its spin multiplicity is 1. As for the energy: -144270.597 eV. As for the SMILES: O[C@H](Br)CBr. The orbital gap comes out at 10.93 eV.

Each line ends with the Löwdin charge.
Geometry (Å):
O1 1.3314 0.5249 0.7352  -0.077
C1 0.3450 0.4979 -0.2107  -0.767
Br1 -0.9852 2.0569 -0.0610  0.573
C2 -0.6112 -0.7399 -0.2060  -0.635
Br2 0.4095 -2.3924 0.0175  0.639
H1 1.0821 0.6481 1.6101  0.068
H2 0.8512 0.7980 -1.3004  0.160
H3 -1.3482 -0.6106 0.5296  0.025
H4 -1.0745 -0.7830 -1.1143  0.015

Atomic forces in eV per Å
0.9407 -0.0709 -3.1275
0.3098 0.8196 -2.2794
0.5214 -0.4038 0.1176
3.0407 0.9288 0.9101
-0.3584 0.3284 0.0191
-1.2985 0.2168 2.4384
-1.2906 -1.3547 3.0470
-0.7050 -0.2302 1.3055
-1.1602 -0.2339 -2.4308

---

Formula: C2H4Br3P
Source: the Open Molecules 2025 dataset
Level of theory: the ωB97M-V functional and the def2-TZVPD basis

The charge is 0. Its spin multiplicity is 1. As for the energy: -221555.286 eV. As for the SMILES: C[C@@H](Br)P(Br)Br. The orbital gap comes out at 9.04 eV.

Each line ends with the Löwdin charge.
Geometry (Å):
C1 0.3217 -0.9759 0.8024  -0.243
C2 -0.5136 -0.0568 0.0349  -0.829
Br1 -1.9771 1.1186 1.3132  0.334
P1 0.4944 1.4147 -0.5748  0.037
Br2 -0.7240 2.1192 -2.2226  0.229
Br3 2.0355 0.4085 -1.7732  0.248
H1 0.6893 -0.7463 1.8712  0.116
H2 -0.3727 -1.8794 1.0012  0.119
H3 1.2200 -0.9980 0.2386  -0.022
H4 -1.1734 -0.4047 -0.6908  0.011

Atomic forces in eV per Å
-1.7975 -1.6334 3.3421
-0.0646 4.0282 1.6673
1.5384 -1.3010 -1.3140
-0.3397 0.3101 1.1717
-0.7578 0.3044 -0.5046
0.6034 -0.5399 -0.3620
-0.9078 0.5744 -1.6651
1.9444 0.6688 -0.7450
0.8478 -1.4794 -0.6049
-1.0667 -0.9321 -0.9855

---

Formula: C2H4BrCl3Si
Source: the Open Molecules 2025 dataset
Level of theory: the ωB97M-V functional and the def2-TZVPD basis

The charge is 0. Its spin multiplicity is 1. As for the energy: -117627.046 eV. The orbital gap (spin up / spin down) comes out at 7.48 / 7.51 eV.

Each line ends with the Löwdin charge.
Geometry (Å):
C1 -0.6557 0.6279 1.2164  -0.320
C2 0.7329 0.5665 0.8586  -0.564
Si1 0.2611 -1.1769 -1.6700  -0.558
Cl1 0.8231 -3.0772 -1.0322  0.192
Cl2 0.7663 -0.3419 -3.4449  0.257
Cl3 -1.7426 -0.9891 -1.3147  0.267
Br1 1.2793 2.3356 0.0568  0.517
H1 -1.0267 -0.3026 1.3466  0.015
H2 -0.6828 1.1287 2.1125  0.052
H3 -1.3075 1.1455 0.4231  0.083
H4 1.5527 0.0834 1.4479  0.059

Atomic forces in eV per Å
-0.6403 2.0027 -2.7544
2.3449 0.6272 -2.4490
0.4834 0.8971 2.5203
-0.1147 0.3126 -0.7706
0.0159 -0.4347 -0.3024
-0.2768 -0.3017 -0.5515
0.0294 -1.4388 0.7117
-1.3163 -3.1384 0.5817
-0.6686 1.5225 2.3414
1.1209 -0.6282 1.3265
-0.9779 0.5797 -0.6537

---

Formula: C2H4BrClN3
Source: the Open Molecules 2025 dataset
Level of theory: the ωB97M-V functional and the def2-TZVPD basis

The charge is +1. Its spin multiplicity is 3. As for the energy: -89160.247 eV. The orbital gap (spin up / spin down) comes out at 8.35 / 6.48 eV.

Each line ends with the Löwdin charge.
Geometry (Å):
C1 0.0255 -0.9275 1.2427  -0.691
C2 -0.1599 1.1161 0.3450  -0.165
N1 0.0572 0.2828 1.4424  0.097
N2 -0.3539 -1.0226 -0.5411  0.174
N3 -0.1115 0.2167 -0.9059  -0.451
Cl1 1.6407 0.5176 -1.7355  0.469
Br1 0.1300 -2.4508 2.1684  0.997
H1 -1.1493 1.5877 0.4365  0.153
H2 0.6050 1.8890 0.2676  0.119
H3 0.0368 -1.7920 -1.0719  0.141
H4 -0.7205 0.5832 -1.6483  0.158

Atomic forces in eV per Å
-0.7223 1.0061 -1.7937
-0.5896 0.5653 -0.6659
0.1917 -1.2984 0.3294
1.1275 -0.8154 3.0251
-5.5186 1.4248 2.6040
5.1081 0.3197 -2.4168
0.0569 -0.4263 0.0892
0.2034 -0.0561 -0.1005
0.0341 -0.1724 -0.2048
0.0161 -0.2350 -0.8324
0.0928 -0.3123 -0.0337

---

Formula: C2H4BrI
Source: the Open Molecules 2025 dataset
Level of theory: the ωB97M-V functional and the def2-TZVPD basis

The charge is 0. Its spin multiplicity is 1. As for the energy: -80279.822 eV. The orbital gap comes out at 9.38 eV.

Each line ends with the Löwdin charge.
Geometry (Å):
C1 0.9237 -0.4727 -0.4988  -0.029
C2 -0.7265 0.2796 0.5618  -1.253
Br1 -2.2026 -0.5042 -0.2782  0.555
I1 -0.7124 2.4092 0.5080  0.678
H1 0.5041 -0.7617 -1.4508  0.010
H2 1.6067 0.3560 -0.5981  0.010
H3 1.2760 -1.3171 0.0672  0.021
H4 -0.6690 0.0110 1.6888  0.008

Atomic forces in eV per Å
-2.9109 1.4926 1.7676
3.6283 -1.2038 0.2155
-0.6892 -0.2921 -0.1306
0.0640 -0.2473 -0.1066
-0.3201 0.0225 -0.0305
0.1335 0.1232 0.2472
0.1043 -0.0857 0.2852
-0.0099 0.1906 -2.2476

---

Formula: C2H4BrN
Source: the Open Molecules 2025 dataset
Level of theory: the ωB97M-V functional and the def2-TZVPD basis

The charge is 0. Its spin multiplicity is 1. As for the energy: -73668.515 eV. As for the SMILES: C1=NC1.Br. The orbital gap comes out at 11.02 eV.

Each line ends with the Löwdin charge.
Geometry (Å):
C1 0.0212 -0.5058 -0.2079  -0.120
N1 0.4006 0.1622 0.7974  0.079
C2 1.0652 -1.1987 0.6289  -0.185
H1 -0.6849 -0.6810 -0.8782  0.052
H2 0.8609 -2.0577 1.3166  0.076
H3 2.1737 -1.2960 0.2592  0.098
Br1 -2.5381 2.8486 -1.3417  0.260
H4 -1.2986 2.7284 -0.5744  -0.262

Atomic forces in eV per Å
4.4554 -0.9328 5.1658
-0.2610 -0.4539 -0.9112
1.3348 -0.5711 -1.4095
-2.9732 0.0568 -3.0392
-0.4071 1.1766 -0.4197
-2.1867 0.7625 0.5773
0.8868 -0.1120 0.5323
-0.8490 0.0739 -0.4957

---

Formula: C2H4BrN3O
Source: the Open Molecules 2025 dataset
Level of theory: the ωB97M-V functional and the def2-TZVPD basis

The charge is 0. Its spin multiplicity is 1. As for the energy: -78693.128 eV. As for the SMILES: C[C@@H](Br)/N=N/N=O. The orbital gap (spin up / spin down) comes out at 8.26 / 8.26 eV.

Each line ends with the Löwdin charge.
Geometry (Å):
C1 0.4158 1.1422 1.3609  -0.147
C2 0.5722 0.2714 0.1365  -0.643
Br1 1.4454 -1.5854 0.7087  0.442
N1 -0.6829 0.0158 -0.4753  -0.018
N2 -0.9894 -0.6802 -1.4562  0.055
N3 -1.5304 -1.6533 -1.8589  -0.068
O1 -1.8277 -2.2392 -2.8612  0.028
H1 0.0072 0.6875 2.3100  0.098
H2 -0.0272 1.9957 1.0340  0.030
H3 1.4187 1.4339 1.8527  0.107
H4 1.1983 0.6116 -0.7513  0.116

Atomic forces in eV per Å
3.3615 -2.0934 2.6328
0.8701 -2.0193 -1.8508
-0.4294 1.1490 -0.4090
-2.1187 0.9163 0.5064
1.6241 0.2941 0.9363
0.0767 -0.6696 0.6359
-0.1619 0.2150 -0.6219
-0.5665 0.0886 -1.6815
-1.6875 2.5693 -0.4533
-1.0227 -0.3559 -1.5365
0.0545 -0.0941 1.8415

---

Formula: C2H4BrN4O2
Source: the Open Molecules 2025 dataset
Level of theory: the ωB97M-V functional and the def2-TZVPD basis

The charge is +1. Its spin multiplicity is 1. As for the energy: -82222.096 eV. The orbital gap comes out at 9.66 eV.

Each line ends with the Löwdin charge.
Geometry (Å):
C1 1.1948 0.8211 -0.6483  0.212
C2 -2.0611 1.1026 0.1301  -0.558
N1 1.9794 0.2171 -0.0800  -0.021
N2 -1.0190 0.3738 -0.1335  0.006
N3 -1.1212 -1.0272 -0.2070  -0.399
N4 2.6281 -0.6282 0.5779  0.152
O1 -0.0589 -1.4763 0.2107  0.046
O2 -2.1044 -1.5692 -0.6514  0.101
Br1 -3.8471 0.7107 0.1186  0.913
H1 1.0507 1.3539 -1.6040  0.158
H2 -1.9161 2.1419 0.3393  0.065
H3 2.1516 -1.5690 0.5070  0.166
H4 3.1231 -0.4513 1.4405  0.159

Atomic forces in eV per Å
0.5555 1.3662 -2.1635
0.9408 -1.2839 -0.7519
-0.3356 1.5672 0.0768
-2.1198 2.0245 0.6131
0.0216 -0.0016 -0.0576
0.2110 -4.3283 0.7239
-1.1542 -1.3685 -0.4199
1.3596 0.0921 0.5199
-0.4202 -0.3331 0.2350
-0.3594 -0.2093 1.0501
0.5161 0.4603 -0.0784
0.8188 1.2422 0.4102
-0.0342 0.7723 -0.1579

---

Calculated ΔE to the lowest compared entry with this formula, charge and spin (eV), listed in the same order as above: 0.0000, 1.5784, 0.7363, 0.5281, 3.4607, 1.4412, 2.2523, 2.4772, 0.5476, 2.2771